# 1
Molecular formula: F2HNS
Method: DFT, the ωB97M-V functional and the def2-TZVPD basis

Values from the calculation:
ΔE to the lowest compared entry with this formula, charge and spin   103.50 kcal per mole
E_tot   -17770.706 eV
LUMO (alpha / beta)   -1.48 / -1.13 eV
HOMO-LUMO gap (alpha / beta)   8.34 / 8.46 eV

Geometry as ORCA input:
```
! RIJCOSX wB97M-V def2-TZVPD def2/J DEFGRID3
* xyz 0 1
N -1.846 0.223 0.190
F 1.707 -1.317 0.248
F 1.178 0.822 -0.674
S 0.496 -0.632 -0.527
H -1.534 0.905 0.764
*
```

# 2
Molecular formula: C6H13FSi
Method: DFT, the ωB97M-V functional and the def2-TZVPD basis

Values from the calculation:
ΔE to the lowest compared entry with this formula, charge and spin   82.17 kcal per mole
E_tot   -17026.221 eV
LUMO (alpha / beta)   -0.06 / -0.06 eV
HOMO-LUMO gap (alpha / beta)   7.86 / 7.85 eV

Geometry as ORCA input:
```
! RIJCOSX wB97M-V def2-TZVPD def2/J DEFGRID3
* xyz 0 1
C -1.659 -2.420 -0.508
C -1.499 -1.367 -1.259
C 2.706 -1.132 0.015
C -2.039 1.807 0.127
C 2.281 0.322 0.201
C -0.581 1.897 0.563
F 0.770 1.426 -1.858
Si 0.525 0.702 -0.410
H -2.385 -3.201 -0.735
H -1.087 -2.594 0.389
H -1.993 -1.072 -2.159
H 2.168 -1.777 0.707
H 2.498 -1.467 -0.997
H 3.773 -1.243 0.203
H -2.120 1.942 -0.948
H -2.443 0.829 0.375
H -2.641 2.569 0.615
H 2.964 0.962 -0.368
H 2.397 0.595 1.252
H -0.514 1.718 1.635
H -0.218 2.912 0.383
*
```

# 3
Molecular formula: C9H24Cu4O11
Method: DFT, the ωB97M-V functional and the def2-TZVPD basis

Values from the calculation:
ΔE to the lowest compared entry with this formula, charge and spin   31.24 kcal per mole
E_tot   -210782.076 eV
LUMO   -9.16 eV
HOMO-LUMO gap   5.12 eV

Geometry as ORCA input:
```
! RIJCOSX wB97M-V def2-TZVPD def2/J DEFGRID3
* xyz 2 1
Cu -20.268 18.459 12.331
Cu -16.889 17.738 12.263
Cu -18.930 14.515 13.007
Cu -22.215 16.621 13.941
C -18.753 17.042 14.108
O -17.801 16.167 14.120
O -18.444 18.283 13.878
O -19.985 16.634 14.127
C -15.517 21.690 15.894
C -16.198 20.372 15.635
O -17.496 20.516 15.041
O -15.446 22.469 14.711
H -14.546 21.553 16.361
H -16.239 22.247 16.518
H -16.023 19.590 16.387
H -15.667 19.811 14.834
H -17.649 19.737 14.484
H -16.264 22.277 14.235
C -20.093 15.672 17.493
C -19.501 14.475 16.759
O -18.130 14.540 16.511
O -21.491 15.533 17.676
H -19.864 16.650 17.034
H -19.661 15.826 18.491
H -20.099 14.307 15.843
H -19.715 13.597 17.371
H -17.990 15.257 15.882
H -21.815 16.209 18.275
C -14.226 16.128 13.331
C -14.296 15.741 11.872
O -15.598 16.021 11.287
O -15.103 15.352 14.136
H -14.343 17.218 13.459
H -13.235 15.931 13.742
H -14.233 14.649 11.798
H -13.453 16.055 11.252
H -15.720 15.406 10.559
H -15.989 15.665 13.918
C -21.082 21.634 15.318
C -20.801 20.931 13.979
O -21.035 19.508 14.144
O -20.266 21.068 16.328
H -22.095 21.320 15.568
H -20.980 22.717 15.277
H -19.837 21.116 13.494
H -21.555 21.223 13.240
H -20.433 19.302 14.889
H -19.345 21.052 16.008
*
```

# 4
Molecular formula: C3BrF5O
Method: DFT, the ωB97M-V functional and the def2-TZVPD basis

Values from the calculation:
ΔE to the lowest compared entry with this formula, charge and spin   5.70 kcal per mole
E_tot   -88784.777 eV
LUMO   -0.91 eV
HOMO-LUMO gap   9.43 eV

Geometry as ORCA input:
```
! RIJCOSX wB97M-V def2-TZVPD def2/J DEFGRID3
* xyz 0 1
C 1.775 -0.980 0.230
C -1.396 0.828 -1.731
C 0.745 -0.823 1.400
O -0.306 0.548 -1.406
F 2.371 0.153 0.233
F -2.517 0.109 -1.675
F 0.326 0.385 1.438
F -0.391 -1.497 1.232
F 1.314 -1.233 2.549
Br -1.921 2.512 -2.270
*
```

# 5
Molecular formula: H4N3P
Method: DFT, the ωB97M-V functional and the def2-TZVPD basis

Values from the calculation:
ΔE to the lowest compared entry with this formula, charge and spin   103.50 kcal per mole
E_tot   -13815.276 eV
LUMO (alpha / beta)   1.02 / -3.01 eV
HOMO-LUMO gap (alpha / beta)   8.43 / 6.54 eV

Geometry as ORCA input:
```
! RIJCOSX wB97M-V def2-TZVPD def2/J DEFGRID3
* xyz 0 3
N -1.563 -0.083 0.662
N -0.788 0.322 -0.471
N -1.657 -0.451 -0.781
P 1.875 0.158 0.094
H -1.319 -0.986 1.162
H 0.820 -0.779 -0.301
H 1.834 0.843 -1.075
H 0.797 0.976 0.710
*
```

# 6
Molecular formula: C4H6N2
Method: DFT, the ωB97M-V functional and the def2-TZVPD basis

Values from the calculation:
ΔE to the lowest compared entry with this formula, charge and spin   63.00 kcal per mole
E_tot   -7222.859 eV
SMILES   Nc1ccc[nH]1
LUMO   0.89 eV
HOMO-LUMO gap   8.71 eV

Geometry as ORCA input:
```
! RIJCOSX wB97M-V def2-TZVPD def2/J DEFGRID3
* xyz 0 1
N 0.189 1.416 1.375
C 0.102 0.350 0.473
C -0.548 -0.881 0.495
C -0.304 -1.518 -0.737
C 0.518 -0.701 -1.540
N 0.773 0.413 -0.675
H -0.284 2.251 1.041
H -0.182 1.162 2.278
H -1.164 -1.231 1.312
H -0.695 -2.499 -1.000
H 0.093 0.176 -2.106
H 1.503 1.062 -0.916
*
```

E_tot of number 4 (C3BrF5O)? -88784.777 eV

The highest E_tot belongs to which entry? C4H6N2

Which of these has the lowest ΔE to the lowest compared entry with this formula, charge and spin? C3BrF5O